# 1
Here is the molecule C15H14N6O2S2 from the Open Molecules 2025 dataset. Energies are from ωB97M-V/def2-TZVPD.

The value obtained for the LUMO energy is 0.47 eV. As for the maximum force: 1.29 eV/A. For the HOMO-LUMO gap, the calculation gives 8.640 eV. Its multiplicity is 1. The molar mass comes out at 374.5 g mol⁻¹. As for the structure (SMILES): Cn1c(SCC(=O)Nc2sccc2C(N)=O)nnc1-c1ccncc1. The calculation puts the HOMO energy at -8.18 eV.

Each line ends with the Mulliken charge.
Element x y z (Å)
S  -0.489  -3.374  0.039  -0.218
S  2.174  0.855  -1.969  -0.054
O  4.064  -0.090  2.036  -0.802
O  1.131  -1.471  -1.622  -0.673
N  2.453  -0.871  0.095  -0.065
N  -5.618  2.666  0.122  -0.620
N  -1.252  0.254  0.931  -0.796
N  -2.378  -1.400  0.031  0.079
N  5.030  1.934  1.967  -0.365
N  -0.446  -0.808  0.903  -0.121
C  3.060  2.334  -1.821  -0.570
C  3.637  1.254  0.138  0.229
C  -1.116  -1.791  0.357  0.392
C  3.778  2.412  -0.677  -0.801
C  -3.345  -2.191  -0.674  -1.095
C  -5.857  1.381  0.310  -0.385
C  1.263  -2.957  0.274  -0.532
C  4.242  0.970  1.441  0.728
C  2.792  0.335  -0.454  0.424
C  -3.281  2.191  0.136  -0.483
C  -3.535  0.829  0.313  0.684
C  -2.411  -0.081  0.422  0.343
C  -4.356  3.057  0.047  -0.364
C  -4.864  0.420  0.416  -0.362
C  1.584  -1.704  -0.519  0.361
H  5.434  1.776  2.874  0.239
H  -3.971  -2.753  0.023  0.314
H  1.826  -3.808  -0.110  0.438
H  5.152  2.826  1.526  0.144
H  -6.901  1.105  0.381  0.369
H  -2.263  2.537  0.073  0.459
H  1.456  -2.819  1.337  0.366
H  -3.969  -1.544  -1.290  0.460
H  -4.205  4.119  -0.094  0.378
H  -2.814  -2.900  -1.311  0.379
H  -5.126  -0.609  0.604  0.456
H  2.995  3.066  -2.602  0.436
H  2.857  -1.002  1.031  0.334
H  4.389  3.261  -0.428  0.295

# 2
Here is a structure of composition C48H58As3FP2SiZr from the Open Molecules 2025 dataset. Energies are from ωB97M-V/def2-TZVPD.

The value obtained for the LUMO energy is -6.65 eV. The charge is +2. As for the maximum force: 3.70 eV/A. The energy above the lowest of the compared OMol25 structures with the same formula, charge and spin is 0.000 eV. For the HOMO-LUMO gap, the calculation gives 5.916 eV. Its multiplicity is 1. The molar mass comes out at 1060.0 g mol⁻¹. The calculation puts the HOMO energy at -12.57 eV.

Each line ends with the Mulliken charge.
Element x y z (Å)
Zr  -0.097  0.077  0.205  -0.396
As  -0.314  0.101  2.874  1.379
As  -2.570  -4.764  4.679  0.346
As  -2.762  -0.895  0.684  1.342
P  -0.874  2.427  -1.047  1.257
P  2.389  -1.045  -1.440  0.980
Si  2.199  1.795  -0.335  1.806
F  -0.277  -1.880  -0.349  -0.677
C  -2.587  -1.772  3.600  2.426
C  5.103  0.801  -3.962  -0.983
C  -3.434  3.527  -0.923  -0.175
C  3.901  -3.651  1.339  -0.704
C  -0.359  1.945  -5.108  -1.142
C  -0.664  -4.801  4.127  -0.988
C  -3.635  -2.113  -0.621  -1.334
C  -0.488  1.512  4.284  -1.218
C  4.288  -0.194  -3.358  -0.506
C  -2.486  0.909  -4.571  -1.203
C  1.476  -0.467  3.492  -1.351
C  -3.020  4.868  1.482  -0.593
C  1.111  -3.643  -4.994  -0.431
C  -0.269  2.370  -3.752  -0.265
C  -1.226  2.035  -2.825  0.703
C  4.204  2.394  -2.396  -0.577
C  -4.425  4.330  -0.357  -0.498
C  2.167  5.904  -1.080  -0.959
C  0.665  -1.857  -3.423  -0.460
C  -3.069  -2.821  4.639  -2.014
C  -4.423  0.134  0.988  -1.507
C  -0.065  5.069  -1.569  -0.194
C  3.235  1.896  1.244  -1.375
C  5.667  -2.164  0.681  -0.487
C  -3.480  -0.578  3.929  -1.900
C  0.314  -2.552  -4.591  -0.622
C  2.550  4.621  -0.710  -0.486
C  1.817  -2.156  -2.694  0.623
C  2.268  -3.958  -4.278  -1.011
C  -3.382  -5.419  2.986  -1.010
C  -4.214  5.107  0.782  -0.878
C  3.353  1.448  -1.832  0.580
C  0.311  3.801  -1.131  -0.901
C  1.622  3.537  -0.738  0.868
C  -2.802  -2.281  2.145  -1.698
C  3.487  -1.898  -0.313  0.371
C  -2.024  3.995  0.971  -0.729
C  0.869  6.106  -1.587  -0.820
C  5.039  2.069  -3.484  -0.800
C  3.069  -3.061  0.351  -0.404
C  5.201  -3.232  1.490  -0.644
C  4.825  -1.497  -0.158  -0.452
C  -1.462  1.192  -5.459  -0.381
C  2.632  -3.172  -3.163  -0.332
C  3.403  0.147  -2.341  0.138
C  -2.240  3.369  -0.278  0.727
C  -1.122  -1.464  3.838  -1.511
C  -2.314  1.253  -3.229  0.461
H  5.129  -0.506  -0.603  0.168
H  -3.313  -1.859  -1.663  0.300
H  4.110  2.577  1.089  0.443
H  -3.282  -6.502  3.023  0.434
H  2.635  2.304  2.083  0.348
H  -4.729  0.492  0.001  0.489
H  -3.611  3.008  -1.902  0.318
H  5.912  -3.777  2.128  0.409
H  -0.662  -2.390  -5.126  0.353
H  -5.175  -0.569  1.385  0.496
H  5.718  2.826  -3.913  0.414
H  0.710  2.813  -3.405  0.067
H  2.874  6.749  -1.077  0.414
H  -3.410  -0.258  4.940  0.576
H  -3.213  0.293  3.340  -0.058
H  -0.010  -1.117  -3.023  0.352
H  3.537  -4.463  1.936  0.543
H  -0.395  -4.460  3.146  0.215
H  -0.139  2.468  3.892  0.407
H  -2.864  -5.102  2.099  0.219
H  6.737  -1.959  0.592  0.412
H  -4.584  -0.720  3.718  0.351
H  -2.775  5.297  2.473  0.395
H  -3.355  0.328  -4.851  0.423
H  1.796  -1.267  2.818  0.316
H  -1.031  3.926  1.371  0.578
H  -5.364  4.435  -0.922  0.420
H  -3.254  -3.130  -0.428  0.406
H  5.761  0.564  -4.792  0.446
H  4.439  -1.245  -3.625  0.463
H  1.474  -0.840  4.524  0.533
H  -4.730  -2.079  -0.492  0.438
H  0.806  -4.245  -5.867  0.385
H  -2.890  -2.508  5.669  0.533
H  0.077  1.233  5.191  0.446
H  0.363  2.223  -5.858  0.508
H  -0.989  -1.160  4.887  0.602
H  -0.058  -4.345  4.961  0.311
H  3.609  0.904  1.549  0.351
H  -0.387  -5.896  4.231  0.404
H  -4.244  0.931  1.706  0.373
H  -1.091  5.311  -1.938  0.400
H  -2.948  0.837  -2.405  0.164
H  2.065  -3.481  0.086  0.375
H  -1.532  1.597  4.630  0.392
H  3.529  4.489  -0.308  0.440
H  4.212  3.423  -1.968  0.252
H  2.732  -4.904  -4.436  0.426
H  -5.029  5.714  1.134  0.435
H  -1.517  0.740  -6.448  0.439
H  -0.446  -2.285  3.548  0.295
H  -3.770  -2.765  2.073  0.730
H  3.542  -3.392  -2.621  0.497
H  2.171  0.379  3.301  0.353
H  -4.509  -5.205  2.919  0.276
H  0.549  7.130  -1.888  0.374
H  -4.196  -2.927  4.548  0.537
H  -2.063  -3.038  1.852  0.222

# 3
Here is a cluster of 2 separate species, C8H12O2 in total from the Open Molecules 2025 dataset. Energies are from ωB97M-V/def2-TZVPD.

The value obtained for the LUMO energy is 0.75 eV. As for the maximum force: 2.52 eV/A. The energy above the lowest of the compared OMol25 structures with the same formula, charge and spin is 0.253 eV. For the HOMO-LUMO gap, the calculation gives 8.952 eV. Its multiplicity is 1. The molar mass comes out at 140.2 g mol⁻¹. As for the structure (SMILES): CCc1ccc(O)cc1.O. The calculation puts the HOMO energy at -8.20 eV.

Each line ends with the Mulliken charge.
Element x y z (Å)
O  -1.608  -0.456  3.949  -0.641
O  3.509  5.411  0.794  -0.540
C  2.704  4.382  0.403  0.823
C  2.776  3.915  -0.934  -0.599
C  0.775  2.948  0.894  -0.356
C  -0.102  1.307  -0.743  -0.785
C  0.000  0.000  0.000  -0.891
C  1.872  2.849  -1.268  -0.515
C  0.911  2.357  -0.376  0.466
C  1.731  3.873  1.347  -0.641
H  -0.164  0.117  1.084  0.231
H  0.126  1.170  -1.818  0.319
H  3.401  4.334  -1.732  0.281
H  -2.204  -0.830  3.261  0.321
H  1.793  4.246  2.377  0.364
H  -2.211  -0.179  4.676  0.320
H  -1.080  1.820  -0.669  0.311
H  -0.036  2.654  1.572  0.365
H  4.253  5.473  0.147  0.305
H  -0.744  -0.714  -0.393  0.308
H  1.008  -0.418  -0.161  0.309
H  1.924  2.407  -2.272  0.245

# 4
Here is a structure of composition C15H16N7ORu from the Open Molecules 2025 dataset. Energies are from ωB97M-V/def2-TZVPD.

The value obtained for the LUMO energy (alpha / beta) is -12.14 / -13.32 eV. The charge is +3. As for the maximum force: 3.73 eV/A. Its expectation value of S² is 6.0440. The energy above the lowest of the compared OMol25 structures with the same formula, charge and spin is 0.539 eV. For the HOMO-LUMO gap (alpha / beta), the calculation gives 7.224 / 6.041 eV. Its multiplicity is 5. The molar mass comes out at 411.4 g mol⁻¹. The calculation puts the HOMO energy (alpha / beta) at -19.36 / -19.36 eV.

Each line ends with the Mulliken charge.
Element x y z (Å)
Ru  0.143  -0.493  -0.166  0.710
O  -0.594  -0.916  -2.090  -0.317
N  -1.167  1.152  -0.772  0.298
N  -1.068  -2.213  0.396  0.173
N  -1.610  -4.840  2.540  -0.514
N  -2.588  -3.866  0.471  -0.597
N  -1.630  -3.935  1.444  0.846
N  6.676  1.786  1.105  -0.203
N  -0.668  -2.982  1.428  -0.412
C  -2.084  2.315  -2.656  -0.751
C  1.840  1.624  0.531  -0.202
C  -2.786  2.891  -0.416  -0.781
C  -0.757  0.238  -2.927  -0.324
C  3.126  2.051  0.499  -0.961
C  1.575  0.296  0.976  1.202
C  0.405  0.014  1.744  -0.740
C  -2.156  -2.724  -0.133  -0.331
C  4.197  1.134  0.759  0.765
C  2.598  -0.684  1.000  -0.057
C  -2.787  3.172  -1.786  -0.292
C  3.924  -0.260  0.903  -0.922
C  -1.307  1.322  -2.123  0.410
C  -1.911  1.930  0.022  -0.071
C  5.515  1.572  1.015  -0.320
H  -1.188  -4.331  3.339  0.336
H  3.365  3.074  0.310  0.555
H  -2.633  -2.203  -0.958  0.477
H  -2.585  -5.062  2.771  0.342
H  -1.923  1.672  1.093  0.231
H  -1.365  -0.074  -3.821  0.431
H  -0.299  0.804  2.085  0.301
H  2.374  -1.751  1.208  0.475
H  -3.452  3.419  0.291  0.445
H  -0.312  -1.778  -2.562  0.293
H  1.036  2.369  0.317  0.437
H  -2.038  2.537  -3.737  0.431
H  4.724  -0.969  1.027  0.514
H  -3.365  3.966  -2.253  0.462
H  0.561  -0.788  2.447  0.357
H  0.219  0.531  -3.323  0.305

# 5
Here is a structure of composition C15H21F5FeIO3P2 from the Open Molecules 2025 dataset. Energies are from ωB97M-V/def2-TZVPD.

The value obtained for the LUMO energy (alpha / beta) is -8.50 / -9.95 eV. The charge is +2. As for the maximum force: 7.95 eV/A. Its expectation value of S² is 8.8568. For the HOMO-LUMO gap (alpha / beta), the calculation gives 6.160 / 5.293 eV. Its multiplicity is 6. The molar mass comes out at 589.0 g mol⁻¹. The calculation puts the HOMO energy (alpha / beta) at -14.66 / -15.24 eV.

Each line ends with the Mulliken charge.
Element x y z (Å)
I  -2.440  -0.257  -2.638  -0.011
Fe  -0.169  -0.777  -1.973  -0.727
P  0.394  1.162  -1.647  1.401
P  -0.701  -1.981  -0.392  1.686
F  -3.127  3.803  5.812  -0.222
F  -4.784  2.334  4.299  -0.236
F  -0.506  4.006  5.331  -0.235
F  0.587  2.590  3.114  -0.257
F  -3.696  0.853  2.162  -0.270
O  3.461  -2.400  -3.138  -0.340
O  -1.032  1.011  1.655  -0.477
O  2.593  -1.387  -0.998  -0.297
C  2.256  -2.145  -3.338  0.893
C  1.667  -1.422  -1.741  0.033
C  -0.718  2.525  3.435  0.438
C  -1.521  1.672  2.612  0.194
C  -2.607  3.103  4.786  0.639
C  -2.924  1.645  2.928  0.379
C  -1.240  3.211  4.507  -0.068
C  1.239  -2.284  -4.356  -1.105
C  1.095  1.693  -3.239  -1.157
C  -3.463  2.343  3.989  -0.054
C  1.605  1.561  -0.363  -1.123
C  -0.834  2.482  -1.270  -1.007
C  -2.399  -1.892  0.350  -1.211
C  -0.521  -3.698  -0.863  -1.282
C  0.261  -1.723  1.115  -0.936
H  1.919  1.031  -3.525  0.327
H  0.078  -0.710  1.512  -0.014
H  -2.412  -2.656  1.189  0.462
H  1.327  -1.834  0.902  0.434
H  -1.236  2.250  -0.263  0.119
H  -0.328  3.474  -1.254  0.448
H  -2.513  -0.857  0.776  0.308
H  0.847  -1.280  -4.648  0.284
H  0.358  -2.836  -3.938  0.284
H  -1.193  -3.930  -1.696  0.371
H  0.328  1.641  -4.026  0.340
H  -3.202  -2.091  -0.411  0.406
H  0.496  -3.899  -1.185  0.386
H  1.468  2.718  -3.140  0.437
H  1.959  2.584  -0.545  0.492
H  -0.058  -2.485  1.845  0.495
H  -1.683  2.504  -1.991  0.414
H  2.428  0.844  -0.410  0.418
H  -0.749  -4.344  -0.019  0.420
H  1.118  1.480  0.619  0.169
H  1.581  -2.811  -5.280  0.354

# 6
Here is a structure of composition C31H45As2O8S4TeZr from the Open Molecules 2025 dataset. Energies are from ωB97M-V/def2-TZVPD.

The value obtained for the LUMO energy is -8.94 eV. The charge is +3. As for the maximum force: 0.51 eV/A. For the HOMO-LUMO gap, the calculation gives 6.280 eV. Its multiplicity is 1. The molar mass comes out at 1042.6 g mol⁻¹. The calculation puts the HOMO energy at -15.22 eV.

Each line ends with the Mulliken charge.
Element x y z (Å)
Te  2.438  -0.442  -2.125  -0.019
Zr  0.458  -1.127  -0.331  -0.705
As  -1.701  1.177  3.613  0.326
As  0.871  1.641  0.782  0.947
S  0.029  -3.028  1.620  0.255
S  -2.684  -1.791  0.498  0.539
S  -0.817  -2.909  -1.770  -0.002
S  2.047  -3.307  -1.024  0.081
O  -1.604  2.392  -1.456  -0.329
O  -4.318  1.246  1.707  -0.397
O  -3.203  1.071  -0.230  -0.524
O  1.310  -1.475  4.279  -0.529
O  3.243  -0.028  2.806  -0.218
O  2.075  -1.193  1.292  0.047
O  -1.023  0.213  -1.090  1.822
O  -0.114  -0.336  5.605  -0.376
C  0.121  0.407  3.410  -0.134
C  2.632  2.595  -2.118  0.680
C  -1.949  1.512  1.688  -0.072
C  1.433  4.134  -3.577  0.019
C  -5.598  1.016  1.039  -0.555
C  -3.353  -2.405  -1.100  -1.320
C  0.222  -1.184  6.740  -0.721
C  2.157  -0.330  2.193  0.071
C  -1.411  -4.104  1.356  -0.732
C  -1.216  2.967  4.235  -0.932
C  1.498  -3.888  -2.678  -1.103
C  1.942  1.530  -2.715  0.610
C  -2.664  -3.269  1.545  -1.317
C  3.745  2.391  -1.122  -1.531
C  0.441  0.593  -4.536  -1.512
C  0.511  -0.590  4.474  0.085
C  0.985  0.571  2.409  0.610
C  1.190  5.533  -4.065  -1.687
C  2.333  3.886  -2.545  -0.737
C  -1.050  1.682  0.727  -0.730
C  -2.412  -2.238  -2.292  -0.120
C  1.067  1.737  -3.783  0.971
C  0.228  -3.217  -3.216  -0.117
C  -1.508  1.348  -0.666  0.923
C  -2.205  2.213  -2.761  -0.636
C  1.386  -4.224  1.466  -0.997
C  -3.247  1.255  1.009  -0.171
C  0.828  3.045  -4.193  -0.733
C  4.423  -0.862  2.583  -0.715
C  1.567  -4.709  0.041  -0.811
C  1.485  3.429  1.216  -0.995
H  3.432  1.831  -0.233  0.193
H  0.737  3.928  1.827  0.337
H  0.449  -2.280  -3.721  -0.238
H  2.330  -3.700  -3.353  0.506
H  4.249  -1.829  3.047  0.295
H  -0.214  0.958  -5.325  0.472
H  -3.566  -3.853  1.367  0.631
H  -2.722  -2.884  2.565  0.415
H  -5.515  0.151  0.388  0.189
H  1.259  6.257  -3.255  0.421
H  -5.858  1.906  0.472  0.329
H  1.374  -4.966  -2.589  0.486
H  -1.771  1.355  -3.264  0.123
H  1.620  3.938  0.264  0.281
H  1.163  -5.055  2.135  0.665
H  -4.279  -1.867  -1.291  0.573
H  -1.359  -4.894  2.106  0.652
H  1.941  5.805  -4.810  0.354
H  4.156  3.347  -0.803  0.383
H  -2.092  3.607  4.147  0.394
H  0.029  -2.223  6.486  0.314
H  -0.139  -0.052  -3.867  -0.117
H  0.214  5.629  -4.537  0.395
H  2.870  4.721  -2.106  0.519
H  -3.279  2.093  -2.630  0.370
H  -1.370  -4.549  0.362  0.354
H  -0.949  2.877  5.286  0.396
H  -0.301  -3.895  -3.886  0.635
H  -1.987  3.123  -3.307  0.321
H  -0.383  3.383  3.674  0.215
H  -2.776  -2.822  -3.138  0.787
H  1.208  -0.028  -5.005  0.458
H  0.656  -5.155  -0.355  0.442
H  2.368  -5.447  -0.008  0.568
H  2.274  -3.718  1.844  0.211
H  -3.596  -3.457  -0.947  0.527
H  -0.420  -0.851  7.547  0.276
H  4.602  -0.959  1.515  0.299
H  0.173  3.217  -5.039  0.539
H  -2.297  -1.197  -2.582  -0.381
H  1.270  -1.049  6.993  0.331
H  5.233  -0.337  3.075  0.339
H  2.435  3.354  1.742  0.473
H  -6.307  0.844  1.841  0.315
H  4.557  1.816  -1.569  0.444